No. 1
C15H12N4O2 in the gas phase in a non-equilibrium geometry. Source: OMol25; level of theory: ωB97M-V/def2-TZVPD.

```
33
Properties=species:S:1:pos:R:3:forces:R:3
C -0.818429 0.593424 4.618902 -0.1 0.0 0.0
C 0.008425 -0.250331 3.697093 -0.1 0.1 -0.3
C 0.872501 -1.232438 4.209514 0.1 -0.1 -0.1
C 1.630634 -2.011875 3.380310 -0.1 0.1 0.1
C 1.558360 -1.842826 1.985969 -0.5 0.5 -0.2
N 2.319187 -2.629568 1.188916 0.5 -0.5 -0.1
C 2.217423 -2.437873 -0.089474 0.2 -0.3 0.4
N 1.443998 -1.546206 -0.717569 -0.5 0.6 -0.1
C 0.687581 -0.757466 0.018297 0.3 -0.3 -0.1
N -0.111849 0.166886 -0.586188 -0.2 0.2 0.9
C -0.297725 0.452780 -1.926597 0.0 0.1 -0.9
C 0.351823 -0.223897 -2.963350 0.1 -0.1 0.1
C 0.111418 0.119588 -4.281815 -0.2 0.2 0.1
C -0.771140 1.134311 -4.606179 -0.2 0.2 0.0
C -1.414290 1.804354 -3.572883 0.9 -1.1 0.3
N -2.339097 2.866181 -3.878025 -0.4 0.5 -0.1
O -2.521019 3.139174 -5.044686 -0.1 0.1 -0.2
O -2.881622 3.425634 -2.947245 -0.2 0.2 0.2
C -1.188724 1.476488 -2.245264 -0.1 0.1 -0.1
C 0.690336 -0.853167 1.451881 0.4 -0.4 0.2
C -0.072384 -0.072627 2.334731 0.0 0.0 0.1
H -0.617378 0.346485 5.657618 0.0 0.0 0.1
H -0.603037 1.650114 4.465434 0.0 0.1 0.1
H -1.879571 0.439235 4.425901 -0.1 0.0 0.1
H 0.932447 -1.367814 5.279775 0.0 0.0 0.1
H 2.296749 -2.768726 3.762218 0.1 -0.1 0.0
H 2.819594 -3.063117 -0.736650 0.1 -0.1 0.0
H -0.658034 0.741023 0.040875 0.1 -0.2 -0.2
H 1.039437 -1.013461 -2.710535 -0.1 0.1 -0.1
H 0.622186 -0.414736 -5.067519 0.0 0.0 -0.1
H -0.970173 1.414988 -5.627959 0.0 0.0 0.0
H -1.712916 2.026359 -1.476942 0.0 0.0 0.0
H -0.744710 0.689103 1.961446 -0.1 0.1 0.0
```
Positions in Å, forces in eV/Å.

2S+1: 1
Gap between HOMO and LUMO in hartree: 0.2915
Total charge: 0
Largest force on an atom in Eh/bohr: 0.028
Energy relative to the best compared isomer or geometry (same formula, charge and spin) in kJ/mol: 210.2

---

No. 2
14 unconnected molecules or ions with the total composition C42H81N17O32S2 in a non-equilibrium geometry. Source: OMol25; level of theory: ωB97M-V/def2-TZVPD.

```
174
Properties=species:S:1:pos:R:3:forces:R:3
C -1.154520 7.560279 -0.576165 0.2 -1.1 -0.4
C 0.292566 6.987056 -0.504212 -0.5 1.3 0.2
O 0.633263 6.268293 -1.682624 -0.4 -0.3 0.3
C -0.028826 5.023252 -1.781135 0.6 -0.8 -0.4
C 0.644134 3.962383 -0.889856 -0.1 0.0 0.0
N 1.783873 3.496017 -1.332763 -0.5 -0.1 0.6
C 2.388043 2.579421 -0.518831 0.1 0.4 -0.4
C 3.623512 2.037304 -0.951452 1.4 -0.4 -0.9
C 4.225643 2.441364 -2.305249 -0.9 0.4 0.3
C 3.218982 2.106811 -3.447411 -0.4 1.0 0.1
S 4.043846 1.426872 -4.923994 -0.2 0.0 -0.4
C 2.816706 1.665901 -6.174449 0.2 0.0 0.7
N 2.737310 1.119586 -7.348820 0.1 0.3 0.8
N 1.582319 1.636939 -7.876436 -1.0 -0.4 -2.0
C 1.020706 2.426019 -7.056411 1.3 -0.2 1.0
O 1.790690 2.497878 -5.916644 -0.6 0.5 0.3
C 4.328490 1.139106 -0.188287 -1.0 0.2 0.9
O 5.531170 0.656150 -0.605822 -0.4 -0.5 0.1
C 5.447010 -0.748708 -0.969587 0.5 -0.2 -0.1
C 5.073121 -0.961621 -2.453966 0.2 -0.1 -0.4
C 6.125323 -1.820409 -3.241548 -0.2 0.6 -0.2
C 3.627904 -1.466359 -2.696644 0.3 0.0 -0.1
C 3.148089 -2.616679 -1.784376 0.0 -0.2 -0.3
C 4.196278 -3.718935 -1.508676 -0.1 0.0 0.6
C 1.900446 -3.301332 -2.424106 1.0 0.9 0.9
C 3.757331 0.763595 1.086775 0.0 -0.8 -0.4
S 4.629347 -0.355215 2.194489 0.6 0.1 0.2
C 2.543688 1.254086 1.499993 -0.4 -0.1 0.5
C 1.946990 0.827773 2.835770 -0.9 0.6 -0.1
O 2.408134 1.686429 3.888067 0.2 -0.9 0.0
C 2.647491 0.879508 5.049387 0.1 0.0 -0.3
C 1.811824 2.191451 0.693437 0.8 -1.2 1.2
N 0.608685 2.631970 1.170350 0.7 0.8 -1.8
C 0.067224 3.503390 0.351478 -1.5 0.7 0.6
C -1.297333 4.063927 0.767222 0.3 -0.8 0.5
C -2.475282 3.499834 -0.081836 0.3 1.0 0.0
C -3.551608 2.780440 0.741136 -0.1 0.2 -0.7
O -4.798748 2.781244 -0.025895 0.4 0.2 -0.8
C -4.692894 2.050107 -1.175234 -0.4 -1.8 -0.6
C -4.507331 2.717178 -2.540552 0.4 1.1 0.5
O -4.784785 0.838172 -1.142338 0.1 0.9 0.2
H -1.915890 6.783791 -0.384263 0.2 0.3 0.1
H -1.334285 8.379134 0.125218 0.2 -0.1 -0.2
H -1.305197 7.855474 -1.626336 0.0 0.3 0.4
H 0.968216 7.849795 -0.471754 0.0 -0.4 -0.1
H 0.489444 6.432266 0.429365 -0.1 -0.1 -0.4
H 0.132799 4.666560 -2.811088 0.0 0.2 0.3
H -1.116960 5.074495 -1.639827 0.3 0.2 0.2
H 5.212695 2.001823 -2.457655 -0.3 -0.1 0.2
H 4.363072 3.532436 -2.243370 0.0 -0.3 -0.4
H 2.723333 3.048152 -3.713937 0.2 -0.4 -0.1
H 2.406300 1.455073 -3.098735 0.5 -0.1 -0.2
H 0.116881 3.012592 -7.133959 0.2 -0.1 0.0
H 6.447929 -1.168528 -0.792427 -0.2 0.3 0.1
H 4.773070 -1.236023 -0.257689 0.1 0.0 -0.4
H 5.133655 0.030668 -2.919728 -0.1 -0.2 0.3
H 6.547337 -1.194690 -4.047559 -0.1 -0.2 0.2
H 5.638522 -2.670344 -3.741238 0.5 0.2 0.6
H 6.985592 -2.108121 -2.620885 -0.4 -0.2 -0.1
H 2.962192 -0.589942 -2.609070 -0.1 -0.5 0.2
H 3.554114 -1.796853 -3.743115 0.0 0.2 0.3
H 2.862404 -2.160826 -0.817848 0.0 -0.3 -0.2
H 4.281852 -4.449931 -2.325420 0.0 0.4 0.1
H 5.204444 -3.350365 -1.275523 -0.3 0.0 -0.1
H 3.859354 -4.265393 -0.609640 0.1 0.0 -0.4
H 2.281695 -3.887132 -3.271078 -0.5 0.1 0.1
H 1.441923 -3.933091 -1.651200 -0.1 0.0 -0.5
H 1.245547 -2.487527 -2.748909 -0.2 -0.6 0.0
H 4.158623 -1.602098 1.913209 -0.2 0.6 -0.3
H 2.144380 -0.228398 3.055969 0.3 0.3 -0.1
H 0.849541 0.941470 2.812348 0.3 -0.1 -0.2
H 2.856817 1.560614 5.881749 -0.2 -0.3 -0.1
H 1.797131 0.207179 5.261142 0.0 0.5 0.1
H 3.512115 0.234279 4.856069 -0.2 0.2 0.2
H -1.240372 5.157182 0.772654 -0.3 -0.2 -0.2
H -1.462068 3.767862 1.815930 0.2 0.1 -0.3
H -2.069943 2.897211 -0.910043 -0.2 -0.1 0.3
H -2.973088 4.363896 -0.556296 0.0 -0.3 0.1
H -3.311473 1.738138 0.977840 0.1 0.3 0.1
H -3.782162 3.352516 1.642120 0.1 -0.3 -0.2
H -4.022949 2.046712 -3.255941 -0.3 -0.1 0.3
H -3.857038 3.599921 -2.437165 -0.3 -0.2 0.0
H -5.453559 3.088794 -2.956449 0.1 -0.3 0.2
C -7.330391 -1.042945 -1.670609 0.3 0.0 0.1
N -8.040439 -2.250118 -2.176203 0.1 0.1 0.1
O -7.393392 -3.269809 -2.308913 -0.1 -0.1 0.0
O -9.222189 -2.130547 -2.421340 0.0 -0.1 0.0
H -6.291389 -1.295584 -1.496601 0.0 0.0 0.0
H -7.418039 -0.270347 -2.428870 -0.1 0.0 0.1
H -7.814743 -0.741963 -0.746110 -0.1 0.0 -0.1
C -4.569353 0.020224 4.173716 0.0 -0.2 0.0
N -4.241575 1.469342 4.208817 0.0 -0.1 0.0
O -3.372607 1.863596 3.454016 0.0 0.0 0.3
O -4.867542 2.157176 4.983273 0.0 0.0 0.0
H -3.935891 -0.459093 3.436237 0.0 0.1 0.0
H -4.382806 -0.386824 5.164415 0.0 0.1 0.0
H -5.616967 -0.072690 3.900580 0.0 0.0 0.1
C -3.825346 -3.758821 2.387562 0.1 0.0 -0.3
N -4.963726 -3.029928 2.999182 0.2 -0.2 -0.1
O -5.112567 -3.128250 4.204442 -0.2 0.2 0.0
O -5.667689 -2.382580 2.254052 0.0 0.1 0.2
H -3.289032 -4.285468 3.169876 -0.1 0.0 0.0
H -4.236362 -4.468993 1.649423 0.4 0.8 0.6
H -3.187052 -3.017333 1.910644 -0.1 0.0 0.0
C -6.743791 -7.142996 0.540076 -0.2 -0.1 -0.1
N -5.979872 -6.071922 1.232630 -0.2 -0.3 -0.2
O -6.605088 -5.245522 1.854597 0.1 0.0 0.1
O -4.763577 -6.103143 1.123938 -0.5 -0.6 -0.3
H -7.800649 -6.987078 0.724586 0.1 0.1 0.0
H -6.519102 -7.070384 -0.520446 0.1 0.0 0.0
H -6.413191 -8.094450 0.947316 0.1 0.0 -0.1
C -6.206594 -1.633908 7.521591 -0.2 -0.1 0.0
N -5.411592 -0.552531 8.162852 -0.2 0.0 0.0
O -6.011915 0.311870 8.760808 0.1 0.0 0.0
O -4.203847 -0.617588 8.037264 0.0 0.1 0.0
H -7.259079 -1.452916 7.709191 0.1 0.1 0.0
H -5.994733 -1.608393 6.455849 0.1 -0.1 0.0
H -5.892129 -2.577213 7.960300 0.1 0.0 -0.1
C 4.446206 -3.382821 -7.356281 0.0 0.3 -0.1
N 4.545938 -4.117223 -6.065712 -0.1 0.1 -0.2
O 4.239428 -3.514899 -5.056762 -0.1 -0.3 -0.1
O 4.925451 -5.268088 -6.112182 0.0 0.0 0.1
H 4.095196 -2.375996 -7.155841 0.0 -0.1 0.1
H 5.437694 -3.368789 -7.800670 0.0 -0.1 0.0
H 3.741783 -3.920688 -7.984017 0.1 0.0 0.0
C -2.016727 -2.225828 10.127128 0.2 0.0 0.0
N -1.971256 -3.684425 9.836250 0.0 0.2 0.0
O -1.009100 -4.309003 10.237467 -0.1 -0.1 0.0
O -2.903163 -4.154087 9.215493 0.0 -0.1 0.0
H -1.128144 -1.952766 10.682000 -0.2 -0.2 -0.1
H -2.055387 -1.703167 9.175273 -0.2 0.0 0.0
H -2.911662 -2.037205 10.713526 -0.1 0.0 -0.1
C 2.440552 10.632565 2.229400 0.2 0.0 0.1
N 1.695754 9.466393 1.682699 0.1 0.0 0.1
O 2.267521 8.396776 1.655755 -0.1 0.1 0.0
O 0.561132 9.671871 1.300429 0.1 0.0 0.0
H 3.429086 10.302368 2.528162 0.0 -0.1 0.0
H 2.501259 11.379309 1.442738 -0.1 0.0 0.0
H 1.881117 11.006257 3.082279 -0.1 0.0 -0.1
C -1.019031 -3.373148 -5.451954 -0.2 0.0 0.2
N 0.369009 -2.947939 -5.773645 -0.1 0.0 0.0
O 0.928150 -2.208109 -4.994650 0.0 0.1 -0.4
O 0.851095 -3.379475 -6.804392 0.1 0.0 0.0
H -1.314497 -2.917312 -4.513235 0.1 0.0 0.0
H -1.660089 -3.040102 -6.263412 0.1 -0.1 -0.1
H -1.016943 -4.457274 -5.374726 0.0 0.0 -0.2
C 0.036490 0.300271 -10.532084 0.3 0.0 0.0
N -0.639016 -0.876902 -11.144747 0.1 0.1 0.0
O -0.020639 -1.920133 -11.190758 -0.1 0.0 0.0
O -1.768376 -0.708771 -11.556864 0.0 -0.1 0.0
H 1.028420 0.006639 -10.210650 -0.1 0.0 0.0
H 0.089459 1.077169 -11.289667 -0.1 0.0 0.0
H -0.563364 0.617957 -9.685473 0.0 0.0 -0.1
C 6.664305 2.232070 4.994088 0.1 0.2 0.0
N 6.174423 1.378513 6.110182 0.1 0.1 0.0
O 6.470473 1.702237 7.241658 -0.1 -0.1 0.0
O 5.507159 0.414869 5.801563 0.2 -0.1 0.2
H 7.240618 3.050276 5.411416 0.0 -0.1 0.1
H 7.281251 1.608695 4.352738 -0.1 0.0 0.0
H 5.792300 2.601946 4.459805 0.0 -0.1 -0.1
C 0.886910 -1.606332 13.480951 0.0 -0.3 -0.1
N 0.229391 -0.387102 12.934653 0.0 -0.1 0.0
O -0.493009 -0.525278 11.964932 0.2 0.3 0.3
O 0.460832 0.658435 13.495676 0.0 0.0 0.0
H 0.588926 -2.460224 12.881443 0.0 0.1 0.0
H 1.960413 -1.449752 13.426965 0.0 0.1 0.1
H 0.558459 -1.720405 14.510040 0.1 0.1 0.0
C 0.517440 -6.948944 -7.947330 0.2 -0.1 -0.2
N -0.877264 -7.281943 -7.547187 0.2 0.0 -0.1
O -1.403859 -8.234933 -8.075857 -0.1 0.0 0.1
O -1.390673 -6.564898 -6.711201 -0.1 0.0 0.1
H 0.843323 -7.665421 -8.692990 -0.1 0.0 0.0
H 0.508769 -5.940524 -8.352957 0.0 0.0 0.2
H 1.135918 -7.006833 -7.055858 0.0 0.1 0.0
```
Positions in Å, forces in eV/Å.

2S+1: 1
Gap between HOMO and LUMO in hartree: 0.3076
Total charge: 0
Largest force on an atom in Eh/bohr: 0.044

---

No. 3
13 unconnected molecules or ions with the total composition H26O13 in a non-equilibrium geometry. Source: OMol25; level of theory: ωB97M-V/def2-TZVPD.

```
39
Properties=species:S:1:pos:R:3:forces:R:3
O 0.838833 1.869589 -1.917524 -4.6 -6.5 1.2
H 1.407186 2.380244 -1.537756 5.5 5.0 3.3
H 0.652266 2.143569 -2.740087 -0.9 1.6 -4.5
O 0.468489 0.526547 0.710338 0.7 0.3 -1.7
H 1.429668 0.634808 0.817248 -0.1 -0.2 0.4
H 0.425959 0.574784 -0.271948 -0.4 -0.1 0.7
O 1.204558 -3.527770 -0.845701 3.0 -2.2 1.5
H 0.423893 -3.901558 -0.487472 -1.3 0.0 0.5
H 0.968806 -2.920714 -1.478350 -1.2 2.2 -2.2
O -1.142607 -1.576702 -3.223888 -1.2 0.3 -0.2
H -1.298003 -0.562780 -3.290808 -0.7 -3.2 0.1
H -1.989787 -2.167480 -3.244626 2.1 2.6 0.0
O -0.808925 -2.549310 0.601449 0.2 1.2 1.2
H -0.237631 -2.211118 1.363548 -1.3 -0.2 -1.7
H -1.321839 -1.772360 0.271561 0.7 -0.8 0.7
O -0.348073 -0.268779 2.996461 2.2 0.7 0.0
H -0.696899 -0.397586 3.865182 -0.5 -0.2 1.0
H 0.597426 0.032242 3.179403 -1.8 -0.6 -0.6
O -0.384576 3.026948 1.478107 1.2 0.7 -2.4
H 0.180423 2.705562 0.704318 -1.5 0.8 1.1
H -0.096053 2.350224 2.053758 0.0 -1.3 1.5
O -3.689869 -0.018679 0.463009 0.8 1.8 2.3
H -3.439410 0.614354 1.231041 -0.3 -1.8 -1.4
H -4.124454 0.656537 -0.054376 -0.5 0.1 -0.7
O 3.216985 0.677317 1.302387 -10.5 -4.3 -2.5
H 3.206444 -0.283356 1.521710 0.0 0.1 -0.3
H 3.948552 1.002386 1.475301 10.9 5.0 2.7
O 3.346283 -0.510963 -1.704817 -3.4 0.7 2.7
H 3.275425 0.129569 -0.937201 -0.3 -1.0 -1.0
H 4.202224 -0.356366 -1.945971 3.7 0.3 -1.4
O -3.266237 3.184640 1.093480 1.6 0.3 0.9
H -2.999663 3.196300 0.158153 0.1 0.1 0.6
H -2.408014 3.381331 1.620878 -1.8 -0.6 -1.7
O 2.649018 -1.659679 1.100429 0.7 0.6 -4.5
H 2.617647 -2.505102 1.456254 -0.2 -2.5 1.2
H 2.806022 -1.880629 0.064194 -0.7 0.9 3.3
O -3.173986 0.122575 -2.267834 0.1 1.1 -1.8
H -3.891297 -0.438087 -2.005748 -0.1 -0.4 0.8
H -2.548782 0.299491 -1.574104 -0.2 -0.5 0.9
```
Positions in Å, forces in eV/Å.

2S+1: 1
Gap between HOMO and LUMO in hartree: 0.3728
Total charge: 0
Largest force on an atom in Eh/bohr: 0.239
Energy relative to the best compared isomer or geometry (same formula, charge and spin) in kJ/mol: 456.5

---

No. 4
C6H16N2 in the gas phase in a non-equilibrium geometry. Source: OMol25; level of theory: ωB97M-V/def2-TZVPD.

```
24
Properties=species:S:1:pos:R:3:forces:R:3
C -1.065552 1.486300 -0.222202 0.2 0.0 0.2
C 0.063313 0.479636 -0.375235 -0.8 -2.5 -4.7
C -0.243282 -0.433515 -1.860237 0.5 2.3 1.4
C 1.401318 1.162494 -0.623912 -0.2 -0.1 0.2
C 0.067746 -0.680328 0.555013 0.3 2.8 4.1
C -1.205639 -1.483004 0.726333 0.1 0.1 0.2
N 0.228769 0.246380 2.063879 0.0 -2.2 -0.6
N 1.187430 -1.523128 0.463764 0.1 -0.1 -0.2
H -1.351346 1.887114 -1.194687 0.0 0.0 0.0
H -1.956785 1.075839 0.244208 -0.1 -0.1 0.0
H -0.744924 2.317780 0.404219 0.0 0.1 0.0
H -1.231300 -0.883622 -1.884201 0.0 0.0 0.2
H -0.193033 0.321433 -2.641024 0.0 0.0 -0.3
H 0.544074 -1.164469 -2.015778 -0.1 -0.1 0.2
H 2.177449 0.450503 -0.896593 0.0 0.0 -0.1
H 1.295741 1.868416 -1.447873 0.0 0.0 0.0
H 1.724861 1.712679 0.258296 0.1 0.1 0.0
H -1.163920 -2.393336 0.132500 0.1 0.0 -0.1
H -1.281042 -1.740921 1.782248 0.0 -0.1 0.0
H -2.104000 -0.942925 0.446394 0.0 0.1 0.0
H -0.481319 0.933425 2.298353 0.0 -0.1 -0.5
H 1.144921 0.685858 2.122478 -0.3 -0.1 -0.3
H 2.069123 -1.049503 0.601010 -0.1 -0.1 0.1
H 1.117399 -2.333107 1.063047 0.0 0.1 0.1
```
Positions in Å, forces in eV/Å.

2S+1: 1
Gap between HOMO and LUMO in hartree: 0.3341
Total charge: 0
Largest force on an atom in Eh/bohr: 0.105
Energy relative to the best compared isomer or geometry (same formula, charge and spin) in kJ/mol: 144.4